No. 1
98
Properties=species:S:1:pos:R:3 method="wB97M-V/def2-TZVPD" relative_energy_kcal_mol=25.3 smiles="CCCCN[C@@H]1OS(=O)(=O)O[C@@H]1CCCCCOCC.COC[C@@H](C)N.COC[C@@H](C)N.COC[C@@H](C)N" lumo_energy_ev=0.189 e_homo_ha=-0.3347 orbital_gap_ev=9.3
C 2.34 4.80 0.96
C 1.41 4.02 -0.03
C -0.05 4.57 0.13
C -1.13 3.47 0.33
N -1.23 2.56 -0.82
C -2.32 1.61 -0.73
O -3.42 1.88 0.14
S -3.22 1.08 1.59
O -4.56 0.55 1.90
O -2.71 1.96 2.66
O -2.13 -0.06 1.03
C -1.98 0.12 -0.39
C -0.81 -0.58 -1.14
C 0.63 -0.08 -0.79
C 1.32 -0.84 0.40
C 2.83 -0.49 0.58
C 3.67 -0.59 -0.74
O 3.76 0.72 -1.31
C 3.50 0.76 -2.70
C 2.44 1.89 -2.99
H 2.35 5.89 0.72
H 1.95 4.74 2.00
H 3.39 4.44 0.92
H 1.52 2.95 0.23
H 1.77 4.22 -1.06
H -0.05 5.20 1.05
H -0.31 5.27 -0.69
H -0.87 2.90 1.24
H -2.09 4.00 0.51
H -1.21 3.04 -1.70
H -2.79 1.51 -1.73
H -2.88 -0.40 -0.81
H -0.89 -1.67 -0.97
H -0.95 -0.41 -2.22
H 1.25 -0.26 -1.69
H 0.70 1.00 -0.59
H 0.81 -0.50 1.33
H 1.21 -1.92 0.23
H 3.02 0.48 1.07
H 3.25 -1.26 1.27
H 3.18 -1.34 -1.38
H 4.69 -0.95 -0.51
H 3.07 -0.17 -3.12
H 4.44 0.98 -3.25
H 1.97 2.27 -2.07
H 2.85 2.70 -3.62
H 1.61 1.45 -3.59
C 2.68 -4.25 3.04
O 1.58 -3.43 2.67
C 0.35 -3.76 3.30
C 0.19 -3.19 4.71
C 0.97 -3.94 5.78
N 0.55 -1.77 4.76
H 2.38 -5.28 3.23
H 3.18 -3.84 3.92
H 3.40 -4.24 2.22
H -0.42 -3.32 2.66
H 0.19 -4.85 3.28
H -0.87 -3.27 4.97
H 2.04 -3.71 5.76
H 0.61 -3.67 6.77
H 0.86 -5.02 5.66
H -0.04 -1.25 4.12
H 1.48 -1.68 4.35
C 0.06 2.74 -7.19
O 1.24 1.98 -6.99
C 2.14 1.97 -8.09
C 3.05 3.21 -8.17
C 2.34 4.46 -8.69
N 3.66 3.52 -6.88
H -0.28 2.69 -8.23
H 0.21 3.77 -6.88
H -0.72 2.32 -6.55
H 2.77 1.10 -7.94
H 1.59 1.81 -9.03
H 3.85 2.98 -8.88
H 1.69 4.92 -7.94
H 3.07 5.21 -8.99
H 1.73 4.23 -9.57
H 4.21 2.72 -6.58
H 2.91 3.56 -6.19
C -3.54 -2.19 4.92
O -3.31 -3.55 5.26
C -4.41 -4.20 5.87
C -5.47 -4.72 4.88
C -6.38 -3.62 4.33
N -4.86 -5.44 3.76
H -4.19 -1.69 5.64
H -3.96 -2.12 3.92
H -2.58 -1.68 4.91
H -3.99 -5.07 6.39
H -4.86 -3.56 6.64
H -6.11 -5.41 5.43
H -5.88 -3.02 3.56
H -7.26 -4.06 3.86
H -6.72 -2.95 5.12
H -4.35 -6.24 4.13
H -4.14 -4.84 3.37

No. 2
63
Properties=species:S:1:pos:R:3 method="wB97M-V/def2-TZVPD" total_charge=-2 relative_energy_kcal_mol=0.0 spin_multiplicity=2 lumo_energy_ev="4.181 / 4.178" e_homo_ha="-0.0300 / -0.0318" orbital_gap_ev="5.0 / 5.0"
Pt -0.07 -0.07 0.02
C 0.64 0.48 4.53
C 0.47 0.69 3.04
S -0.04 -0.73 2.17
C 0.68 1.87 2.42
C 1.09 3.12 3.15
S 0.51 2.02 0.69
H 0.40 -0.55 4.80
H -0.02 1.14 5.11
H 1.67 0.67 4.85
H 1.15 2.97 4.23
H 0.38 3.93 2.95
H 2.07 3.47 2.81
Br -0.33 0.80 -2.36
C 7.58 -4.45 -3.61
C 6.19 -4.05 -3.19
C 5.37 -4.92 -2.48
C 4.09 -4.55 -2.07
C 3.27 -5.56 -1.31
C 3.60 -3.26 -2.35
Te 1.58 -2.63 -1.74
N -0.74 -1.82 -0.56
C -1.69 -2.66 -0.24
O -1.63 -3.91 -0.26
C -3.02 -2.06 0.18
C -3.82 -2.78 1.06
C -5.05 -2.28 1.47
C -5.51 -1.06 0.98
C -4.72 -0.35 0.08
C -3.49 -0.84 -0.31
C 2.04 -3.01 0.29
C 1.29 -3.98 0.95
C 1.54 -4.27 2.29
C 2.54 -3.59 2.97
C 3.26 -2.60 2.31
C 3.01 -2.28 0.98
C 3.76 -1.14 0.34
C 4.42 -2.38 -3.07
C 4.02 -0.96 -3.43
C 5.70 -2.78 -3.47
H 7.75 -5.51 -3.43
H 8.34 -3.89 -3.07
H 7.73 -4.27 -4.68
H 5.73 -5.92 -2.25
H 3.66 -6.57 -1.47
H 2.23 -5.52 -1.61
H 3.29 -5.35 -0.24
H -3.46 -3.74 1.40
H -5.66 -2.85 2.17
H -6.47 -0.67 1.30
H -5.07 0.60 -0.31
H -2.87 -0.28 -1.00
H 0.48 -4.47 0.42
H 0.94 -5.01 2.80
H 2.73 -3.79 4.01
H 4.00 -2.02 2.86
H 4.28 -0.56 1.10
H 3.06 -0.48 -0.18
H 4.49 -1.50 -0.39
H 3.01 -0.72 -3.12
H 4.10 -0.80 -4.50
H 4.69 -0.25 -2.94
H 6.32 -2.08 -4.02

No. 3
14
Properties=species:S:1:pos:R:3 method="wB97M-V/def2-TZVPD" total_charge=-1 relative_energy_kcal_mol=3.9 lumo_energy_ev=3.955 e_homo_ha=-0.1573 orbital_gap_ev=8.2
O 0.95 -0.92 0.71
C -0.23 -1.21 1.07
O -1.02 -0.50 1.72
C -0.72 -2.60 0.64
H -1.69 -2.80 1.10
H -0.79 -2.67 -0.44
H -0.01 -3.36 0.98
N 0.93 1.75 0.08
C 0.40 2.23 -1.05
N -0.04 1.51 -2.02
H 0.93 0.73 0.32
H 1.36 2.41 0.70
H 0.33 3.33 -1.07
H -0.40 2.12 -2.75

No. 4
171
Properties=species:S:1:pos:R:3 method="wB97M-V/def2-TZVPD" total_charge=-1 lumo_energy_ev=2.092 e_homo_ha=-0.2406 orbital_gap_ev=8.6
O -1.26 -0.79 0.66
C -0.32 -0.11 0.49
O -0.26 1.04 -0.15
B 1.14 1.50 -0.18
O 1.88 0.54 0.64
C 1.14 -0.54 0.76
O 1.42 -1.62 1.15
O 1.21 2.85 0.41
C 1.50 3.74 -0.53
O 1.50 4.91 -0.41
C 1.89 2.95 -1.78
O 1.69 1.66 -1.53
O 2.28 3.40 -2.82
C 5.50 1.63 -3.55
O 5.13 2.98 -3.91
H 5.18 1.37 -2.54
H 5.08 0.88 -4.25
H 6.57 1.59 -3.72
H 4.18 3.12 -3.80
C -2.87 -2.96 -1.44
O -2.12 -4.00 -2.04
H -3.83 -3.30 -1.02
H -2.34 -2.44 -0.64
H -3.12 -2.16 -2.14
H -1.61 -4.40 -1.33
C 4.97 -0.16 2.32
O 6.00 0.24 3.21
H 5.40 -0.63 1.44
H 4.38 -0.92 2.85
H 4.28 0.61 1.97
H 5.59 0.80 3.88
C -4.34 -0.23 0.85
O -4.49 1.14 1.17
C -3.47 1.50 2.06
C -3.70 2.90 2.53
N -3.62 3.89 1.45
C -2.25 4.27 1.18
C -2.17 5.02 -0.14
O -2.62 4.25 -1.25
C -2.01 3.02 -1.52
H -4.37 -0.78 1.79
H -3.41 -0.41 0.31
H -5.17 -0.54 0.21
H -2.50 1.37 1.56
H -3.48 0.82 2.93
H -3.06 3.18 3.37
H -4.71 2.94 2.95
H -4.00 3.46 0.62
H -1.55 3.42 1.15
H -1.88 4.97 1.94
H -1.13 5.35 -0.30
H -2.83 5.89 -0.13
H -2.34 2.24 -0.82
H -0.92 3.09 -1.48
H -2.30 2.70 -2.52
C 1.56 6.08 -7.48
O 0.55 6.29 -6.53
C -0.14 5.13 -6.16
C -1.28 5.48 -5.25
N -1.07 6.55 -4.26
C -0.25 6.14 -3.11
C -0.13 7.31 -2.16
O 0.06 8.49 -2.91
C -0.01 9.63 -2.13
H 2.42 6.69 -7.19
H 1.25 6.41 -8.47
H 1.88 5.03 -7.48
H 0.52 4.48 -5.55
H -0.55 4.55 -7.00
H -1.59 4.56 -4.73
H -2.17 5.78 -5.81
H -2.00 6.70 -3.87
H 0.75 5.87 -3.45
H -0.71 5.30 -2.57
H 0.70 7.24 -1.43
H -1.02 7.39 -1.51
H 0.85 9.70 -1.43
H -0.85 9.56 -1.41
H 0.00 10.53 -2.73
C 3.41 -3.92 3.22
O 2.62 -4.59 4.13
C 3.16 -5.84 4.43
C 2.31 -6.51 5.45
N 0.96 -6.68 4.92
C -0.09 -6.88 5.89
C -1.30 -7.48 5.22
O -2.14 -8.13 6.19
C -3.48 -8.13 5.82
H 4.30 -3.51 3.74
H 2.93 -3.08 2.73
H 3.80 -4.56 2.42
H 4.20 -5.73 4.79
H 3.17 -6.46 3.52
H 2.32 -5.98 6.41
H 2.71 -7.52 5.64
H 0.74 -6.09 4.14
H -0.39 -5.99 6.48
H 0.31 -7.56 6.65
H -0.91 -8.29 4.59
H -1.86 -6.82 4.55
H -3.64 -8.33 4.74
H -4.01 -7.16 5.94
H -4.03 -8.88 6.36
C -0.87 -4.10 2.59
C -2.02 -4.37 1.62
C -2.57 -5.79 1.61
O -1.63 -6.81 1.47
C -1.04 -6.83 0.17
N -3.07 -3.38 1.85
H -0.04 -4.81 2.53
H -1.22 -4.18 3.64
H -0.50 -3.07 2.52
H -1.63 -4.20 0.61
H -3.27 -5.81 0.76
H -3.09 -5.96 2.55
H -0.37 -5.97 0.02
H -1.81 -6.89 -0.60
H -0.43 -7.73 0.14
H -2.87 -2.45 1.50
H -3.15 -3.27 2.86
C -4.50 1.32 -3.92
C -3.63 1.93 -5.01
C -2.22 1.39 -5.00
O -1.47 2.04 -6.02
C -0.28 1.35 -6.23
N -4.34 1.69 -6.30
H -5.46 1.84 -3.93
H -4.10 1.48 -2.91
H -4.56 0.24 -4.04
H -3.55 3.02 -4.90
H -2.18 0.30 -5.12
H -1.74 1.68 -4.06
H -0.43 0.43 -6.81
H 0.22 1.12 -5.28
H 0.43 1.97 -6.79
H -3.70 1.64 -7.08
H -4.79 0.78 -6.21
C 1.20 -3.09 -2.48
C 2.29 -3.83 -1.76
C 3.48 -2.93 -1.44
O 4.49 -3.66 -0.80
C 5.73 -3.00 -0.84
N 1.72 -4.39 -0.48
H 0.44 -3.78 -2.85
H 1.63 -2.56 -3.33
H 0.66 -2.43 -1.80
H 2.63 -4.69 -2.34
H 3.18 -2.12 -0.76
H 3.80 -2.46 -2.39
H 6.43 -3.69 -0.39
H 5.72 -2.05 -0.29
H 6.00 -2.77 -1.88
H 2.59 -4.56 0.02
H 1.33 -3.54 -0.07
C 1.35 4.14 3.65
C 0.70 3.04 4.42
C 1.26 1.68 3.98
O 0.94 0.69 4.93
C 1.31 -0.58 4.51
N 0.85 3.25 5.91
H 2.33 4.43 4.02
H 0.73 5.04 3.72
H 1.40 3.87 2.59
H -0.37 2.93 4.19
H 2.37 1.74 3.96
H 0.92 1.49 2.96
H 1.02 -1.34 5.24
H 2.40 -0.73 4.40
H 0.80 -0.80 3.57
H 1.04 2.31 6.28
H 1.71 3.77 6.06

No. 5
77
Properties=species:S:1:pos:R:3 method="wB97M-V/def2-TZVPD" lumo_energy_ev=0.010 e_homo_ha=-0.2543 orbital_gap_ev=6.9
Sr 2.38 -2.01 -0.28
C 0.41 -2.42 2.89
Si 0.74 -0.87 1.81
C -1.11 -0.53 1.41
C -1.93 -0.02 2.44
C -3.31 0.06 2.31
C -3.92 -0.38 1.14
C -3.14 -0.87 0.11
C -1.74 -0.94 0.23
P -0.78 -1.52 -1.23
C -1.87 -2.86 -1.86
C -1.82 -4.07 -1.15
C -2.59 -5.16 -1.55
C -3.41 -5.06 -2.67
C -3.45 -3.87 -3.38
C -2.69 -2.77 -2.98
C -1.01 -0.19 -2.46
C -0.49 -0.40 -3.75
C -0.64 0.55 -4.74
C -1.27 1.76 -4.46
C -1.76 2.00 -3.18
C -1.64 1.02 -2.19
C 1.38 0.43 3.06
C 1.29 0.07 4.41
C 1.94 0.74 5.44
C 2.75 1.82 5.14
C 2.85 2.23 3.81
C 2.16 1.59 2.77
P 2.29 2.64 1.25
C 0.61 3.36 1.17
C -0.53 2.67 0.76
C -1.78 3.28 0.76
C -1.90 4.60 1.17
C -0.78 5.31 1.57
C 0.47 4.70 1.57
C 2.42 1.65 -0.30
C 3.57 0.86 -0.50
C 3.90 0.37 -1.76
C 3.11 0.67 -2.86
C 1.99 1.47 -2.69
C 1.66 1.96 -1.43
H -0.37 -2.27 3.65
H 1.32 -2.77 3.40
H 0.06 -3.24 2.24
H -1.46 0.33 3.36
H -3.91 0.46 3.13
H -5.00 -0.34 1.03
H -3.62 -1.21 -0.81
H -1.19 -4.15 -0.27
H -2.55 -6.08 -0.99
H -4.00 -5.91 -2.99
H -4.09 -3.78 -4.26
H -2.75 -1.85 -3.54
H 0.01 -1.34 -3.97
H -0.25 0.36 -5.74
H -1.38 2.51 -5.23
H -2.24 2.94 -2.95
H -2.04 1.21 -1.20
H 0.68 -0.79 4.68
H 1.81 0.41 6.47
H 3.30 2.34 5.92
H 3.47 3.09 3.58
H -0.44 1.64 0.44
H -2.66 2.72 0.46
H -2.87 5.08 1.16
H -0.87 6.35 1.89
H 1.36 5.25 1.88
H 4.22 0.64 0.34
H 4.80 -0.22 -1.89
H 3.37 0.30 -3.85
H 1.37 1.73 -3.54
H 0.80 2.61 -1.33
F 4.52 -2.17 0.09
B 4.62 -3.62 -0.17
F 3.22 -4.00 -0.52
F 5.42 -3.83 -1.25
F 4.97 -4.26 0.99

No. 6
26
Properties=species:S:1:pos:R:3 method="wB97M-V/def2-TZVPD" total_charge=+1 lumo_energy_ev=-3.324 e_homo_ha=-0.4794 orbital_gap_ev=9.7
K 0.91 1.11 -0.26
O 0.90 3.20 -1.97
H 1.55 3.79 -2.38
H 0.10 3.75 -2.01
O 0.42 1.59 2.34
H -0.56 1.56 2.52
H 0.95 2.11 2.94
O -1.58 1.83 -0.84
H -1.43 2.75 -1.03
H -2.34 1.65 -1.38
O 3.53 0.02 0.69
H 3.71 0.66 -0.02
H 3.34 -0.69 0.11
O 1.94 -1.14 -1.29
H 2.37 -1.02 -2.15
H 1.46 -1.91 -1.58
C -1.23 -1.29 0.43
C -1.92 -2.45 0.84
O -3.23 -2.46 0.64
O -0.19 -1.02 1.32
H -1.79 -0.32 0.51
H -0.85 -1.41 -0.63
H -1.67 -2.73 1.87
H -1.38 -3.24 0.39
H -3.45 -2.55 -0.29
H 0.44 -1.77 1.23

No. 7
12
Properties=species:S:1:pos:R:3 method="wB97M-V/def2-TZVPD" relative_energy_kcal_mol=63.1 smiles="CC[C@@H]1C=N1" lumo_energy_ev=1.117 e_homo_ha=-0.3568 orbital_gap_ev=10.8
C -0.59 -1.33 0.29
C 0.36 -0.53 -0.61
C 0.67 0.78 0.19
C -0.25 1.90 0.02
N 0.84 2.13 -0.55
H -1.46 -0.69 0.58
H -0.13 -1.42 1.32
H -0.77 -2.39 -0.01
H 0.13 -0.46 -1.74
H 1.28 -0.99 -0.56
H 1.21 0.75 1.06
H -1.28 2.25 0.00